No. 1
{
  "formula": "CH5NP2",
  "method": "wB97M-V/def2-TZVPD",
  "species": ["C", "N", "P", "P", "H", "H", "H", "H", "H"],
  "coordinates": [[-1.4560, 0.4194, 0.2668], [2.0218, -0.0869, -0.1095], [1.5473, -1.5864, 0.0835], [2.4932, 1.3484, -0.0336], [-1.0799, 0.1280, -0.7050], [-2.0046, -0.4085, 0.6993], [-0.6271, 0.6738, 0.9150], [1.2117, -1.7649, -1.2757], [-2.1064, 1.2771, 0.1591]],
  "forces_ev_per_a": [[-0.0453, -0.0223, 0.0381], [0.3979, 1.0826, 0.1343], [-0.3436, -1.3638, 0.1817], [0.0936, 0.3880, -0.0957], [0.1003, -0.0433, -0.1873], [-0.1147, -0.1085, 0.0565], [0.1768, 0.0607, 0.0925], [-0.1026, -0.1569, -0.2184], [-0.1624, 0.1634, -0.0018]],
  "nbo_charge": [-0.8497, -1.1627, 0.4890, 0.7421, 0.2099, 0.2125, 0.2101, -0.0612, 0.2099],
  "gap_ev": [6.6, 6.6],
  "relative_energy_kj_mol": 71.9,
  "fmax_ev_per_a": 1.42,
  "e_homo_ev": [-7.38, -7.38],
  "total_charge": 0
}

No. 2
{
  "formula": "CH5Na7O6",
  "method": "wB97M-V/def2-TZVPD",
  "species": ["Na", "Na", "Na", "Na", "Na", "Na", "Na", "O", "H", "C", "O", "O", "O", "O", "H", "H", "O", "H", "H"],
  "coordinates": [[-1.5457, -1.0513, 1.8166], [0.7800, -3.5772, 0.0017], [0.9782, -1.6439, -2.8609], [-1.7404, 3.1589, -0.9147], [1.5228, 2.4800, -2.8447], [-0.9628, 0.7306, -3.8615], [-2.1068, -2.2048, -1.0120], [-0.8285, -3.3393, 1.8712], [-1.3035, -2.8749, 1.1548], [-0.3750, 0.2407, -0.5598], [0.1925, 0.6289, -1.6243], [-0.9622, 1.0107, 0.1963], [-0.2539, -0.9435, -0.2213], [0.4375, 2.8645, 1.7766], [-0.0031, 2.2582, 1.1813], [-0.0602, 2.8046, 2.5920], [2.3340, -0.4552, 1.2087], [2.2857, 0.4507, 1.5140], [1.6116, -0.5375, 0.5861]],
  "forces_ev_per_a": [[0.5604, 0.1888, 1.5155], [0.1395, -0.6146, 2.0340], [0.8414, -0.0311, 0.4208], [-0.2111, 0.2859, 1.1940], [1.0229, 0.4173, 0.6501], [-0.6102, 0.1602, -0.3164], [-0.6077, -0.5912, 0.5996], [0.4380, 1.0151, -1.8372], [-0.5036, -0.6277, -0.2378], [-0.0904, 1.0373, 1.4915], [1.0215, 1.4011, -5.2405], [-1.8696, 2.1424, 0.2653], [-0.2299, -4.9012, -0.6951], [0.1564, 0.1975, -0.6457], [-0.0855, -0.3458, 0.1732], [-0.0064, 0.2114, 0.5441], [-0.0126, -0.3440, -0.4696], [0.2259, 0.4189, 0.4305], [-0.1792, -0.0201, 0.1236]],
  "nbo_charge": [0.9798, 0.9625, 0.9775, 0.9880, 0.9964, 0.9873, 0.9680, -1.1741, 0.2520, 0.9275, -1.0647, -0.8335, -0.9602, -0.9476, 0.4457, 0.4950, -0.9169, 0.4919, 0.4252],
  "gap_ev": 3.9,
  "relative_energy_kj_mol": 83.6,
  "fmax_ev_per_a": 5.52,
  "e_homo_ev": -19.79,
  "total_charge": 4
}

No. 3
{
  "formula": "CH5O2P",
  "method": "wB97M-V/def2-TZVPD",
  "species": ["C", "O", "O", "P", "H", "H", "H", "H", "H"],
  "coordinates": [[1.9337, -0.2477, -0.2138], [-2.8316, -1.3378, -0.2103], [-2.3505, -0.2736, 0.3905], [-2.6427, 1.1817, -0.0826], [1.1222, -0.4717, -0.8937], [2.7188, -0.9806, -0.3410], [2.3230, 0.7408, -0.4235], [1.5705, -0.2878, 0.8049], [-1.8433, 1.6766, 0.9695]],
  "forces_ev_per_a": [[-0.0204, 0.0253, 0.0075], [-0.3243, -0.2688, -0.4246], [0.5451, -0.5942, 0.7530], [-0.2608, 0.6183, -0.4067], [-0.1602, -0.0489, -0.1329], [0.1615, -0.1366, -0.0340], [0.0719, 0.1623, -0.0334], [-0.0736, -0.0003, 0.1940], [0.0608, 0.2428, 0.0773]],
  "nbo_charge": [-0.8482, -0.3670, -0.3739, 0.8342, 0.2125, 0.2150, 0.2083, 0.2116, -0.0925],
  "gap_ev": 7.7,
  "relative_energy_kj_mol": 506.7,
  "fmax_ev_per_a": 1.10,
  "e_homo_ev": -9.52,
  "total_charge": 0
}

No. 4
{
  "formula": "CH5O2P2",
  "method": "wB97M-V/def2-TZVPD",
  "species": ["C", "O", "O", "P", "P", "H", "H", "H", "H", "H"],
  "coordinates": [[0.3252, 0.3431, -0.7691], [-1.0613, -3.5818, 0.4294], [1.1956, -2.4322, -0.4759], [-1.2212, -0.6636, -0.7371], [-0.0393, -2.2657, 0.2427], [0.9082, 0.4023, 0.2264], [0.1995, 1.2126, -1.2709], [1.0123, -0.3069, -1.3356], [-1.7152, -0.1242, 0.6342], [0.0630, -1.4895, 1.5782]],
  "forces_ev_per_a": [[1.8363, -2.9992, 2.0766], [3.5071, 4.6735, -0.2256], [3.1743, -0.1565, -1.3210], [-0.3308, 0.6767, 2.0249], [-7.2196, -4.0153, 3.1719], [-1.2580, 0.3515, -1.3104], [-0.2079, 3.0360, -1.1879], [-0.2205, 0.3395, -0.1828], [0.3914, -0.7533, -1.7893], [0.3277, -1.1530, -1.2564]],
  "nbo_charge": [-0.9470, -1.1663, -1.1650, 0.1184, 1.7383, 0.2173, 0.1966, 0.2559, -0.0478, -0.2005],
  "smiles": "CP[P@@H](=O)[O-]",
  "gap_ev": 8.3,
  "relative_energy_kj_mol": 136.0,
  "fmax_ev_per_a": 8.85,
  "e_homo_ev": -4.14,
  "total_charge": -1
}

No. 5
{
  "formula": "CH5O2PS2",
  "method": "wB97M-V/def2-TZVPD",
  "species": ["C", "O", "O", "P", "S", "S", "H", "H", "H", "H", "H"],
  "coordinates": [[-0.2924, -0.6862, -0.1866], [0.7838, -1.5124, -0.5262], [-1.2863, -1.1238, 0.6642], [0.5338, 0.8302, 0.6405], [-1.1886, 1.9654, 0.5995], [1.5396, 1.5327, -1.0397], [-0.9595, -0.4157, -1.0891], [0.7577, -2.1542, -1.2136], [-1.1420, -2.0671, 0.4987], [-1.3941, 1.8299, 1.9425], [2.6481, 1.8013, -0.2902]],
  "forces_ev_per_a": [[-0.3528, 2.6201, -3.0575], [0.3172, 0.3082, 2.1731], [0.7340, -2.1810, 0.9563], [-0.1772, -1.3198, -0.1366], [-0.8388, 0.8006, 0.8157], [0.8151, 0.3715, 0.1297], [1.7639, 0.1642, 0.4185], [-0.9368, -0.4643, -1.0235], [-0.9141, -0.3999, 0.8567], [0.0194, 0.1445, -0.6123], [-0.4300, -0.0440, -0.5202]],
  "nbo_charge": [0.1118, -0.7517, -0.7130, 0.5309, -0.3026, -0.2938, 0.1360, 0.4936, 0.4746, 0.1565, 0.1576],
  "smiles": "OC(O)P(S)S",
  "gap_ev": 9.5,
  "relative_energy_kj_mol": 215.4,
  "fmax_ev_per_a": 4.04,
  "e_homo_ev": -8.95,
  "total_charge": 0
}

No. 6
{
  "formula": "CH5O3",
  "method": "wB97M-V/def2-TZVPD",
  "species": ["O", "H", "H", "H", "O", "C", "O", "H", "H"],
  "coordinates": [[0.3354, 1.6045, -1.0129], [0.0232, 2.5152, -1.1430], [0.5867, 1.1383, -1.8164], [0.0976, 1.0343, -0.1289], [-0.0677, 0.2606, 1.0122], [-0.0615, -0.9520, 1.0325], [-0.0090, -1.7826, 0.0126], [-0.1191, -1.4538, 2.0087], [-0.7856, -2.3645, 0.0351]],
  "forces_ev_per_a": [[0.0969, 0.5138, 0.0561], [-0.0015, -0.2152, 0.0058], [-0.0122, -0.0661, -0.2624], [-0.1017, -0.5566, 0.4720], [0.5972, 0.3622, -1.1460], [-0.6093, -0.7060, 1.7676], [-0.2622, 1.0638, -0.9859], [-0.0569, 0.1452, -0.0103], [0.3498, -0.5411, 0.1031]],
  "nbo_charge": [-0.8296, 0.5660, 0.5596, 0.5363, -0.5735, 0.7251, -0.6699, 0.1528, 0.5333],
  "gap_ev": 13.1,
  "relative_energy_kj_mol": 49.1,
  "fmax_ev_per_a": 2.00,
  "e_homo_ev": -17.03,
  "total_charge": 1
}

No. 7
{
  "formula": "CH5O3P",
  "method": "wB97M-V/def2-TZVPD",
  "species": ["C", "O", "O", "O", "P", "H", "H", "H", "H", "H"],
  "coordinates": [[0.0813, 2.2250, -0.2189], [1.6786, -0.1655, -0.7715], [-0.6516, -3.3255, 0.5420], [-0.0292, 1.0498, 0.5868], [0.7621, -0.3736, 0.3304], [-0.5840, 1.9957, -1.1223], [1.2252, 2.2973, -0.4123], [-0.2706, 3.1347, 0.3767], [-1.4686, -2.7324, 0.7136], [-0.7433, -4.1056, -0.0245]],
  "forces_ev_per_a": [[1.0369, 0.0344, -0.4037], [1.0096, -0.2159, -1.1134], [-0.8814, 1.5996, 0.7961], [-0.2789, -1.2406, 0.8903], [-1.2378, 1.4939, 0.9962], [1.3072, 0.9879, 0.9473], [-2.1622, 0.4033, -0.4368], [0.3582, -1.4257, -0.8646], [1.7866, -2.3192, -1.0200], [-0.9380, 0.6822, 0.2086]],
  "nbo_charge": [-0.2757, -1.0412, -0.9810, -0.8487, 1.5603, 0.1971, 0.2081, 0.1990, 0.4920, 0.4901],
  "smiles": "COP=O.O",
  "gap_ev": 10.7,
  "relative_energy_kj_mol": 83.7,
  "fmax_ev_per_a": 3.10,
  "e_homo_ev": -10.49,
  "total_charge": 0
}

No. 8
{
  "formula": "CH5O3P",
  "method": "wB97M-V/def2-TZVPD",
  "species": ["C", "O", "O", "O", "P", "H", "H", "H", "H", "H"],
  "coordinates": [[-0.1010, 1.6178, -0.6582], [1.4152, 0.3222, 1.3514], [0.7816, -2.3832, -0.6370], [1.2022, 1.0988, -1.0085], [2.0055, 0.1515, 0.0148], [-0.8289, 1.0008, -1.0934], [-0.1837, 2.6068, -1.0564], [-0.0950, 1.5267, 0.4023], [0.0252, -1.8082, -0.6144], [0.6358, -3.1542, -0.2072]],
  "forces_ev_per_a": [[1.6286, -0.0348, 0.2333], [0.0063, -0.3824, 0.1910], [1.5855, 3.6771, -2.4829], [0.0682, -0.4688, -0.7350], [0.3790, 0.5672, 0.0492], [-1.0943, -0.8730, -0.6288], [-0.0002, 0.6212, 0.0517], [-0.8306, 0.5942, 0.8820], [-0.6725, -0.1751, 0.2278], [-1.0699, -3.5254, 2.2117]],
  "nbo_charge": [-0.2655, -1.0638, -0.9364, -0.8361, 1.5646, 0.1751, 0.1953, 0.2178, 0.4738, 0.4752],
  "smiles": "COP=O.O",
  "gap_ev": 10.7,
  "relative_energy_kj_mol": 54.1,
  "fmax_ev_per_a": 4.71,
  "e_homo_ev": -10.31,
  "total_charge": 0
}